13 unconnected molecules or ions with the total composition C46H84N6O20 at a distorted geometry. Source: the OMol25 dataset; level of theory: ωB97M-V/def2-TZVPD.

Results
Calculated total energy: -3636.5498 hartree
Energy relative to the best compared isomer or geometry (same formula, charge and spin): 298.1 kJ/mol
HOMO: -8.8504 eV

Structure (ORCA input):
```
! RIJCOSX wB97M-V def2-TZVPD def2/J DEFGRID3
* xyz 0 1
O -1.933 2.227 1.676
C -2.288 3.281 2.085
O -3.418 3.448 2.737
C -3.661 4.840 3.182
C -2.899 5.570 2.156
C -1.629 4.660 2.004
H -3.249 5.031 4.166
H -4.701 5.074 3.224
H -2.649 6.621 2.358
H -3.410 5.476 1.199
H -0.825 4.608 2.746
H -1.098 4.822 1.070
O 1.804 -3.890 2.377
C 1.739 -3.284 3.410
O 2.235 -2.060 3.578
C 2.117 -1.653 4.939
C 2.010 -2.953 5.687
C 1.235 -3.922 4.724
H 1.252 -1.077 5.250
H 3.005 -1.051 5.141
H 1.475 -2.761 6.608
H 2.971 -3.444 5.919
H 0.151 -3.851 4.860
H 1.575 -4.946 4.855
O 0.956 -2.491 -1.236
C 1.903 -3.045 -0.788
O 1.904 -4.342 -0.468
C 3.170 -4.890 -0.082
C 4.134 -3.648 -0.101
C 3.287 -2.489 -0.524
H 3.306 -5.612 -0.915
H 3.221 -5.399 0.894
H 5.007 -3.748 -0.779
H 4.451 -3.419 0.923
H 3.712 -1.947 -1.372
H 3.031 -1.741 0.201
O 5.602 3.374 -2.653
C 5.166 2.497 -3.344
O 4.161 2.771 -4.166
C 3.576 1.578 -4.759
C 4.729 0.536 -4.570
C 5.435 1.042 -3.297
H 3.355 1.728 -5.807
H 2.659 1.415 -4.273
H 5.341 0.683 -5.473
H 4.342 -0.486 -4.634
H 6.488 0.768 -3.211
H 4.919 0.626 -2.425
O -2.086 -3.240 4.413
C -2.942 -2.543 3.912
O -3.030 -1.246 4.141
C -4.176 -0.616 3.577
C -4.686 -1.604 2.468
C -4.073 -2.912 2.902
H -3.798 0.194 3.049
H -4.886 -0.455 4.363
H -4.241 -1.274 1.517
H -5.798 -1.487 2.435
H -3.516 -3.379 2.040
H -4.842 -3.568 3.317
O -7.593 -1.008 -2.099
C -6.904 -1.995 -1.929
O -6.028 -2.116 -0.885
C -5.031 -3.159 -1.244
C -5.219 -3.514 -2.664
C -6.679 -3.236 -2.882
H -5.263 -3.945 -0.505
H -4.094 -2.667 -0.934
H -4.970 -4.543 -2.826
H -4.537 -2.955 -3.273
H -7.240 -4.050 -2.484
H -6.962 -3.023 -3.886
O -2.268 -1.094 0.356
C -1.140 -0.645 0.393
O -0.679 0.296 -0.452
C 0.694 0.592 -0.277
C 0.951 0.143 1.126
C 0.021 -1.041 1.311
H 0.846 1.625 -0.437
H 1.294 0.061 -1.010
H 0.646 0.878 1.849
H 2.013 -0.093 1.374
H -0.281 -1.237 2.334
H 0.406 -1.980 0.900
C -5.382 3.319 0.318
O -5.356 4.524 0.464
N -4.431 2.499 -0.174
C -4.813 1.064 -0.401
C -3.287 3.073 -0.847
H -6.253 2.737 0.728
H -3.907 0.447 -0.186
H -5.151 0.895 -1.435
H -5.571 0.790 0.250
H -3.578 3.400 -1.872
H -2.989 3.943 -0.240
H -2.478 2.334 -0.781
C -0.514 6.229 -1.759
O -0.803 6.185 -0.587
N 0.097 5.214 -2.388
C 0.609 5.202 -3.775
C 0.306 3.959 -1.644
H -0.778 7.042 -2.474
H 0.495 6.238 -4.112
H 0.185 4.453 -4.422
H 1.673 5.058 -3.634
H 0.285 3.023 -2.222
H 1.308 3.813 -1.207
H -0.394 3.975 -0.795
C 4.908 1.523 3.068
O 4.106 0.702 3.531
N 5.707 1.441 1.999
C 5.830 0.269 1.158
C 6.399 2.576 1.490
H 5.111 2.471 3.656
H 5.093 0.405 0.306
H 5.536 -0.584 1.757
H 6.886 0.123 0.879
H 7.405 2.382 1.137
H 5.890 3.011 0.654
H 6.503 3.302 2.292
C -0.402 -0.068 -3.560
O 0.559 0.584 -3.986
N -0.574 -1.379 -3.631
C -1.504 -2.075 -2.803
C 0.404 -2.216 -4.293
H -1.254 0.409 -3.090
H -2.008 -1.449 -2.051
H -0.886 -2.722 -2.238
H -2.185 -2.667 -3.455
H 0.386 -1.968 -5.353
H 1.395 -1.978 -3.929
H 0.161 -3.248 -4.196
C -0.082 -6.676 -0.596
O 0.123 -7.555 -1.448
N -1.154 -5.844 -0.596
C -1.337 -4.940 0.557
C -2.202 -6.105 -1.552
H 0.581 -6.446 0.313
H -1.950 -5.430 1.283
H -1.841 -4.068 0.169
H -0.371 -4.616 0.890
H -2.622 -7.042 -1.332
H -3.061 -5.392 -1.399
H -1.779 -5.962 -2.605
C 3.697 3.010 -0.283
O 3.532 1.769 -0.205
N 3.129 3.871 0.567
C 3.232 5.288 0.333
C 2.111 3.430 1.528
H 4.328 3.544 -1.023
H 3.472 5.786 1.251
H 2.309 5.784 -0.060
H 4.021 5.518 -0.365
H 1.962 4.295 2.248
H 1.131 3.260 1.036
H 2.462 2.572 2.060
*
```



A single C5H5N3O molecule at a distorted geometry. Source: the OMol25 dataset; level of theory: ωB97M-V/def2-TZVPD.

Results
SMILES string: C[C@]1(C#N)N=CNC1=O
Calculated total energy: -432.8899 hartree
Energy relative to the best compared isomer or geometry (same formula, charge and spin): 404.0 kJ/mol
HOMO: -10.7466 eV

Structure (ORCA input):
```
! RIJCOSX wB97M-V def2-TZVPD def2/J DEFGRID3
* xyz 0 1
C -0.960 0.853 1.134
C -0.442 -0.100 0.216
C -1.511 -0.528 -0.890
N -2.603 -0.542 -1.446
N 0.223 -1.417 0.794
C 1.306 -1.393 -0.076
N 1.489 -0.513 -1.099
C 0.692 0.701 -0.682
O 0.858 1.979 -0.722
H -2.000 0.268 1.447
H -1.114 1.828 0.487
H -0.445 1.160 2.202
H 2.044 -2.181 -0.246
H 2.462 -0.116 -1.118
*
```



The lowest calculated total energy belongs to which entry?
C46H84N6O20